Entry P
Density functional theory data (ωB97M-V/def2-TZVPD) for C3H6N4 in the gas phase.

```
! wB97M-V def2-TZVPD RIJCOSX def2/J DEFGRID3
* xyz 0 1
C 1.137 1.337 -0.208
C -0.174 -1.807 0.079
C -1.269 0.706 0.054
N 2.008 -0.598 0.104
N 2.208 0.665 -0.048
N 0.071 0.478 -0.144
N 0.545 -0.740 -0.007
H 1.053 2.379 -0.135
H -1.176 -1.719 -0.146
H 0.462 -2.774 0.119
H -1.466 1.750 0.263
H -1.806 0.360 -0.813
H -1.594 -0.037 0.883
*
```

Molar mass, g/mol: 98.109
HOMO energy, eV: -7.14

Entry Q
Density functional theory data (ωB97M-V/def2-TZVPD) for a molecular structure, C3H6N4.

```
! wB97M-V def2-TZVPD RIJCOSX def2/J DEFGRID3
* xyz 0 1
C 0.212 0.534 0.139
C -0.451 -0.798 0.061
C -1.109 1.360 -0.031
H 3.248 0.179 -0.980
H 1.977 -1.200 0.149
H -0.692 -1.284 1.092
H 0.103 -1.338 -0.685
H -2.435 -0.915 0.490
H -0.801 2.546 0.502
N 2.466 -0.093 0.013
N 1.443 0.940 -0.204
N -1.836 -0.646 -0.361
N -2.126 0.713 -0.187
*
```

Molar mass, g/mol: 98.109
HOMO energy, eV: -8.75

Entry R
Density functional theory data (ωB97M-V/def2-TZVPD) for 2 unconnected molecules or ions with the total composition C3H6N4.

```
! wB97M-V def2-TZVPD RIJCOSX def2/J DEFGRID3
* xyz 0 1
C 0.576 0.691 -0.204
C -1.334 1.545 -0.335
C -0.277 -1.571 0.485
N 2.055 -0.831 0.086
N 1.726 1.205 -0.513
N 2.620 0.260 -0.266
N 0.701 -0.645 0.024
H -1.621 1.312 -1.396
H -1.770 0.931 0.416
H -1.212 2.546 -0.159
H -1.179 -1.098 0.179
H -0.148 -2.615 0.108
H -0.138 -1.732 1.577
*
```

Molar mass, g/mol: 98.109
HOMO energy, eV: -10.35

entry R is preferred energetically. Next in line: 0.523 eV higher.